Record 1
Density functional theory data (ωB97M-V with the def2-TZVPD basis set) for C32H41NO4P3RhS2 as an isolated structure.

Summary:
LUMO level (alpha / beta): -2.43 / -3.38 eV
expectation value of S²: 0.7887
charge: +1
orbital gap (alpha / beta): 7.15 / 6.97 eV
HOMO level (alpha / beta): -0.352 / -0.380 Eh
2S+1: 2

Each line ends with the Mulliken spin population.
Cartesian coordinates (Å):
Rh1 0.209 -0.424 -0.081  0.034
C1 -1.100 0.826 2.650  0.000
O1 -0.770 1.253 1.331  0.005
C2 -1.831 2.027 0.749  -0.001
C3 -1.278 3.162 -0.068  -0.001
O2 -0.610 2.644 -1.185  -0.002
C4 -0.070 3.658 -2.008  -0.001
H1 -1.284 1.696 3.285  0.000
H2 -0.247 0.279 3.042  0.000
H3 -1.982 0.181 2.651  0.000
H4 -2.437 2.448 1.555  0.000
H5 -2.459 1.376 0.135  0.000
H6 -0.596 3.767 0.545  0.000
H7 -2.117 3.802 -0.374  0.000
H8 -0.864 4.267 -2.453  0.000
H9 0.495 3.166 -2.796  0.000
H10 0.605 4.307 -1.441  0.000
N1 1.364 -2.592 1.514  0.005
P1 1.979 -1.109 0.998  0.004
C5 2.647 -0.261 2.439  0.032
C6 2.385 1.085 2.671  0.001
C7 2.932 1.705 3.787  -0.001
C8 3.731 0.989 4.664  0.001
C9 3.999 -0.356 4.430  0.002
C10 3.462 -0.979 3.317  0.004
C11 3.252 -1.195 -0.224  0.270
C12 3.716 -2.325 -0.832  -0.076
C13 4.454 -2.247 -2.023  0.363
C14 4.648 -0.991 -2.647  -0.053
C15 4.183 0.154 -2.090  0.268
C16 3.469 0.178 -0.784  -0.038
P2 -0.306 -2.398 1.197  0.005
C17 -0.888 -3.933 0.434  -0.001
C18 -0.197 -5.130 0.565  0.000
C19 -0.721 -6.297 0.028  0.000
C20 -1.936 -6.270 -0.644  0.000
C21 -2.617 -5.071 -0.798  0.000
C22 -2.094 -3.901 -0.265  0.000
C23 -1.096 -2.464 2.830  -0.001
C24 -2.479 -2.619 2.922  0.000
C25 -3.099 -2.604 4.160  0.000
C26 -2.347 -2.435 5.316  0.000
C27 -0.973 -2.281 5.231  0.000
C28 -0.347 -2.292 3.991  0.000
H11 1.800 -3.265 2.129  -0.001
H12 1.768 1.640 1.974  0.008
H13 2.734 2.754 3.968  0.000
H14 4.154 1.478 5.531  0.000
H15 4.632 -0.912 5.109  0.000
H16 3.692 -2.023 3.128  -0.003
H17 3.468 -3.297 -0.418  0.005
H18 4.838 -3.147 -2.481  0.012
H19 5.170 -0.949 -3.595  0.006
H20 4.334 1.108 -2.580  -0.014
H21 4.046 0.786 -0.075  0.045
H22 0.757 -5.160 1.078  0.000
H23 -0.182 -7.229 0.137  0.000
H24 -2.345 -7.183 -1.056  0.000
H25 -3.553 -5.043 -1.340  0.000
H26 -2.604 -2.960 -0.429  0.000
H27 -3.077 -2.756 2.030  0.000
H28 -4.172 -2.728 4.223  0.000
H29 -2.835 -2.427 6.282  0.000
H30 -0.383 -2.152 6.128  0.000
H31 0.726 -2.146 3.938  0.000
C29 1.732 -4.387 -3.466  0.019
C30 0.385 -3.895 -3.000  -0.006
O3 0.565 -2.981 -1.884  -0.008
P3 0.296 -1.438 -1.999  -0.007
S1 1.831 1.117 -0.924  0.124
S2 -1.535 -0.704 -2.021  0.003
O4 1.200 -1.107 -3.251  0.015
C31 1.063 0.108 -4.040  0.002
C32 0.647 -0.284 -5.435  0.001
H32 1.601 -5.092 -4.287  0.000
H33 2.252 -4.898 -2.654  -0.003
H34 2.345 -3.555 -3.811  -0.010
H35 -0.234 -4.701 -2.608  0.001
H36 -0.161 -3.387 -3.796  0.000
H37 2.034 0.597 -4.006  -0.006
H38 0.329 0.759 -3.566  -0.003
H39 1.365 -0.976 -5.876  -0.001
H40 0.597 0.606 -6.064  0.000
H41 -0.337 -0.753 -5.427  0.000

---

Record 2
Density functional theory data (ωB97M-V with the def2-TZVPD basis set) for C32H42BiN5O5PS2 as an isolated structure.

Summary:
LUMO level: 2.20 eV
charge: -1
orbital gap: 7.12 eV
HOMO level: -0.181 Eh

Each line ends with the Mulliken charge.
Cartesian coordinates (Å):
Bi1 0.100 0.941 0.294  1.836
O1 -3.754 1.367 4.391  -0.713
C1 -3.702 0.028 4.307  0.308
C2 -4.668 -0.707 4.997  -0.689
C3 -4.674 -2.088 4.940  -0.246
C4 -3.719 -2.770 4.186  -0.938
C5 -2.753 -2.042 3.511  -0.371
C6 -2.716 -0.650 3.567  0.153
C7 -1.599 0.061 2.870  0.824
O2 -0.662 -0.594 2.335  -0.941
N1 -1.687 1.396 2.913  -0.863
N2 -0.600 1.981 2.291  0.284
C8 -0.215 3.120 2.694  -0.358
C9 1.021 3.760 2.256  0.359
C10 1.252 5.086 2.638  -0.676
C11 2.448 5.723 2.378  -0.699
C12 3.459 5.006 1.728  -0.435
C13 3.262 3.692 1.357  -0.476
C14 2.044 3.030 1.608  0.449
O3 1.927 1.759 1.270  -1.016
H1 -2.983 1.707 3.859  0.690
H2 -5.408 -0.162 5.572  0.408
H3 -5.431 -2.640 5.485  0.351
H4 -3.728 -3.851 4.131  0.403
H5 -2.004 -2.531 2.901  0.509
H6 -0.800 3.604 3.477  0.326
H7 0.459 5.616 3.159  0.372
H8 2.603 6.752 2.679  0.371
H9 4.407 5.486 1.512  0.391
H10 4.036 3.131 0.843  0.355
N3 0.287 3.542 -3.707  -0.544
C15 0.076 2.494 -2.797  0.767
S1 1.242 2.514 -1.461  -0.668
N4 -0.889 1.707 -3.039  -0.848
N5 -1.043 0.473 -2.477  0.271
C16 -2.119 0.226 -1.820  -0.823
C17 -3.124 1.192 -1.332  1.036
C18 -4.486 0.986 -1.569  -0.626
C19 -5.439 1.891 -1.136  -0.665
C20 -5.018 3.019 -0.423  -0.557
C21 -3.680 3.214 -0.133  -0.607
C22 -2.701 2.298 -0.569  0.297
O4 -1.439 2.474 -0.247  -0.524
H11 0.682 4.365 -3.283  0.237
H12 -0.522 3.727 -4.281  0.243
H13 -2.283 -0.826 -1.589  0.151
H14 -4.789 0.103 -2.126  0.396
H15 -6.491 1.724 -1.339  0.371
H16 -5.751 3.740 -0.074  0.377
H17 -3.344 4.064 0.453  0.401
C23 -0.720 -4.408 -2.975  -0.980
C24 -1.336 -4.267 -1.585  -0.882
S2 -0.873 -2.707 -0.794  0.946
O5 -1.917 -2.460 0.254  -0.521
C25 0.615 -3.343 0.048  0.665
C26 0.274 -3.819 1.454  -1.237
H18 -1.112 -5.291 -3.484  0.404
H19 0.368 -4.510 -2.925  0.216
H20 -0.944 -3.531 -3.588  0.296
H21 -1.061 -5.090 -0.920  0.354
H22 -2.424 -4.198 -1.621  0.428
H23 1.313 -2.505 0.069  -0.847
H24 1.035 -4.132 -0.585  0.466
H25 -0.039 -2.972 2.065  0.145
H26 1.152 -4.285 1.910  0.470
H27 -0.542 -4.547 1.446  0.295
C27 4.270 0.025 -4.108  -1.342
C28 2.876 0.154 -3.498  -0.642
P1 2.540 -0.793 -1.942  0.973
C29 2.808 -2.522 -2.605  0.203
C30 3.756 -3.434 -1.823  -1.393
C31 4.105 -0.435 -1.015  -0.987
C32 4.002 -0.775 0.479  -0.820
H28 4.322 0.593 -5.041  0.435
H29 4.532 -1.012 -4.340  0.280
H30 5.036 0.422 -3.440  0.261
H31 2.111 -0.161 -4.213  0.481
H32 2.662 1.197 -3.264  0.139
H33 3.132 -2.455 -3.645  0.704
H34 1.812 -2.972 -2.628  -0.705
H35 3.467 -3.517 -0.770  0.180
H36 4.785 -3.069 -1.855  0.401
H37 3.752 -4.442 -2.246  0.420
H38 4.261 0.642 -1.135  0.537
H39 4.954 -0.946 -1.471  0.530
H40 3.293 -0.111 0.977  -0.106
H41 4.970 -0.659 0.975  0.408
H42 3.673 -1.809 0.639  0.170

---

Record 3
Density functional theory data (ωB97M-V with the def2-TZVPD basis set) for C32H42BrMoN9O3S2 as an isolated structure.

Summary:
LUMO level (alpha / beta): -6.42 / -6.62 eV
expectation value of S²: 2.0237
charge: +2
orbital gap (alpha / beta): 6.45 / 6.25 eV
HOMO level (alpha / beta): -0.473 / -0.473 Eh
2S+1: 3

Each line ends with the Mulliken spin population.
Cartesian coordinates (Å):
Mo1 0.474 -0.201 0.179  2.106
N1 1.122 -1.063 -2.872  0.051
C1 2.108 -0.071 -3.315  0.004
C2 3.035 0.262 -2.164  0.019
N2 2.334 0.846 -1.003  -0.014
C3 2.043 2.286 -1.179  0.025
C4 0.571 2.508 -1.429  0.011
N3 -0.194 1.865 -0.343  -0.017
H1 0.351 -1.109 -3.529  -0.001
H2 1.541 -1.988 -2.878  0.002
H3 2.707 -0.412 -4.163  0.002
H4 1.583 0.825 -3.651  -0.005
H5 3.533 -0.649 -1.834  -0.006
H6 3.824 0.942 -2.498  0.000
H7 2.981 0.791 -0.206  0.000
H8 2.350 2.817 -0.277  0.001
H9 2.624 2.702 -2.006  0.004
H10 0.344 3.574 -1.482  0.000
H11 0.291 2.060 -2.383  -0.004
H12 -0.163 2.461 0.493  -0.008
H13 -1.204 1.827 -0.519  -0.007
Br1 3.872 -6.163 2.719  -0.001
C5 2.633 -5.085 1.812  -0.007
C6 1.923 -3.444 3.458  0.012
C7 1.807 -1.395 1.327  -0.046
C8 0.947 -3.411 0.314  0.066
C9 0.774 -4.735 0.306  -0.009
C10 1.746 -5.600 0.963  0.004
N4 0.074 -2.431 -0.244  -0.100
C11 -1.079 -2.763 -0.669  -0.033
C12 -1.904 -1.763 -1.303  0.047
C13 -3.068 -2.116 -1.960  0.014
C14 -3.699 -1.175 -2.759  0.008
C15 -3.113 0.068 -2.871  0.000
C16 -1.970 0.347 -2.133  0.045
N5 -1.368 -0.530 -1.335  -0.016
H14 2.373 -4.044 4.244  0.000
H15 2.624 -0.843 1.777  -0.020
H16 -0.063 -5.217 -0.183  0.000
H17 1.718 -6.662 0.764  0.000
H18 -1.438 -3.787 -0.624  -0.003
H19 -3.451 -3.124 -1.872  0.000
H20 -4.605 -1.423 -3.296  0.000
H21 -3.528 0.839 -3.506  0.000
H22 -1.538 1.331 -2.231  -0.004
C17 3.301 -2.803 -0.128  -0.003
C18 2.180 -2.800 0.914  -0.030
C19 2.649 -3.603 2.143  -0.004
C20 0.815 -2.777 3.794  0.005
C21 0.010 -1.919 2.925  0.132
C22 -1.443 -1.781 3.208  -0.012
N6 0.542 -1.304 1.940  -0.224
H23 3.631 -3.820 -0.336  0.001
H24 4.158 -2.225 0.227  0.000
H25 2.942 -2.364 -1.057  0.007
H26 3.690 -3.323 2.333  -0.001
H27 0.431 -2.896 4.801  0.001
H28 -1.886 -2.772 3.326  0.006
H29 -1.949 -1.216 2.427  0.006
H30 -1.577 -1.246 4.150  0.002
O1 3.632 0.982 1.458  0.004
C23 2.674 1.397 2.099  0.014
N7 1.365 1.212 1.729  -0.020
S1 0.338 1.965 2.819  -0.013
O2 -0.244 3.123 2.173  -0.003
O3 -0.570 1.024 3.400  -0.001
C24 1.593 2.479 3.925  0.002
C25 1.466 3.172 5.112  -0.001
C26 2.647 3.492 5.771  0.000
C27 3.888 3.133 5.243  0.000
C28 3.988 2.443 4.043  0.000
C29 2.812 2.120 3.389  0.003
H31 0.501 3.450 5.511  0.000
H32 2.607 4.030 6.707  0.000
H33 4.786 3.402 5.782  0.000
H34 4.944 2.164 3.622  0.000
C30 -4.527 5.042 0.292  0.000
N8 -3.890 3.772 0.623  0.001
C31 -4.255 2.522 0.321  0.005
S2 -3.210 1.239 0.740  0.005
N9 -5.418 2.251 -0.293  0.000
C32 -6.645 3.051 -0.311  0.000
H35 -3.762 5.814 0.321  0.000
H36 -5.313 5.312 0.996  0.000
H37 -4.932 5.019 -0.715  0.000
H38 -3.081 3.807 1.225  0.000
H39 -5.531 1.263 -0.454  0.000
H40 -6.767 3.601 0.618  0.000
H41 -7.484 2.366 -0.398  0.000
H42 -6.681 3.739 -1.152  0.000

---

Calculated relative energy (zero: lowest compared OMol25 entry of this formula, charge and spin) (kcal per mole), listed in the same order as above: 30.9; 27.7; 24.2